No. 1
C20H21N3O2 | ωB97M-V with the def2-TZVPD basis set

Calculated values
Structure (SMILES)   CCCCN(Cc1cc2ccccc2[nH]c1=O)C(=O)c1ccccn1
Kohn-Sham gap   0.318 Eh
E_HOMO   -8.48 eV
LUMO level   0.164 eV
Strongest force on any atom   0.68 eV Å⁻¹

Last column: Löwdin charge in e.
CARTESIAN COORDINATES (ANGSTROEM)
1 C -1.157 -3.557 -0.740  -0.101
2 C -1.257 -2.692 0.510  -0.252
3 C -2.520 -1.835 0.503  -0.172
4 C -2.573 -0.855 1.675  -0.136
5 N -1.516 0.141 1.646  -0.031
6 C -1.564 1.095 0.558  -0.090
7 C -0.860 0.609 -0.683  -0.096
8 C 0.394 0.107 -0.673  0.044
9 C 1.022 -0.392 -1.855  -0.151
10 C 2.308 -0.943 -1.863  -0.026
11 C 2.855 -1.422 -3.031  -0.088
12 C 2.129 -1.363 -4.219  -0.080
13 C 0.861 -0.825 -4.239  -0.019
14 C 0.296 -0.336 -3.060  -0.189
15 N -0.962 0.200 -3.041  0.176
16 C -1.619 0.686 -1.932  -0.432
17 O -2.750 1.127 -2.036  0.059
18 C -0.532 0.057 2.564  -0.409
19 O -0.496 -0.829 3.408  0.056
20 C 0.574 1.078 2.571  -0.200
21 C 1.832 0.645 2.991  -0.005
22 C 2.861 1.565 3.078  -0.054
23 C 2.598 2.890 2.766  -0.056
24 C 1.310 3.226 2.380  -0.124
25 N 0.327 2.350 2.278  0.103
26 H -2.021 -4.214 -0.821  0.072
27 H -1.116 -2.934 -1.631  0.064
28 H -0.260 -4.171 -0.711  0.070
29 H -1.256 -3.323 1.401  0.116
30 H -0.379 -2.046 0.567  0.089
31 H -3.397 -2.482 0.564  0.121
32 H -2.585 -1.284 -0.438  0.100
33 H -3.535 -0.332 1.670  0.129
34 H -2.466 -1.399 2.616  0.121
35 H -1.117 2.034 0.895  0.111
36 H -2.611 1.278 0.300  0.130
37 H 0.954 0.064 0.252  0.117
38 H 2.861 -0.986 -0.937  0.115
39 H 3.847 -1.847 -3.031  0.101
40 H 2.564 -1.741 -5.132  0.104
41 H 0.296 -0.778 -5.158  0.112
42 H -1.482 0.244 -3.910  0.166
43 H 1.971 -0.394 3.246  0.119
44 H 3.848 1.257 3.391  0.108
45 H 3.368 3.643 2.826  0.102
46 H 1.044 4.247 2.136  0.110

No. 2
C19H35N3S | ωB97M-V with the def2-TZVPD basis set

Calculated values
Structure (SMILES)   CC(C)CNC(=S)N[C@@H]1C[C@H]2CCC[C@@H](C1)N2C1CCCCC1
Kohn-Sham gap   0.312 Eh
E_HOMO   -7.83 eV
LUMO level   0.668 eV
Strongest force on any atom   0.90 eV Å⁻¹

Last column: Löwdin charge in e.
CARTESIAN COORDINATES (ANGSTROEM)
1 C -4.109 -1.658 -1.349  -0.074
2 C -5.308 -1.632 -0.406  -0.417
3 C -5.744 -3.050 -0.047  -0.082
4 C -4.994 -0.844 0.880  -0.177
5 N -4.749 0.557 0.643  -0.020
6 C -3.577 1.193 0.404  -0.882
7 S -3.643 2.786 -0.058  0.613
8 N -2.420 0.538 0.596  0.039
9 C -1.116 1.112 0.331  -0.348
10 C -0.596 0.630 -1.028  -0.072
11 C 0.907 0.881 -1.239  -0.290
12 C 1.268 2.356 -1.482  -0.128
13 C 1.086 3.228 -0.242  -0.173
14 C 1.625 2.544 1.016  -0.125
15 C 1.310 1.037 1.102  -0.288
16 C -0.156 0.739 1.458  -0.074
17 N 1.605 0.308 -0.111  -0.076
18 C 2.902 -0.300 -0.307  -0.304
19 C 3.015 -1.568 0.553  -0.150
20 C 4.292 -2.334 0.221  -0.205
21 C 5.517 -1.451 0.440  -0.211
22 C 5.410 -0.180 -0.396  -0.201
23 C 4.133 0.584 -0.053  -0.151
24 H -4.370 -2.170 -2.272  0.080
25 H -3.274 -2.188 -0.894  0.079
26 H -3.791 -0.649 -1.601  0.070
27 H -6.137 -1.125 -0.913  0.137
28 H -5.993 -3.607 -0.946  0.077
29 H -6.619 -3.034 0.599  0.075
30 H -4.944 -3.575 0.470  0.081
31 H -5.850 -0.916 1.558  0.126
32 H -4.137 -1.290 1.390  0.121
33 H -5.556 1.119 0.417  0.109
34 H -2.443 -0.455 0.766  0.122
35 H -1.281 2.189 0.311  0.058
36 H -1.170 1.106 -1.824  0.120
37 H -0.756 -0.450 -1.090  0.118
38 H 1.197 0.321 -2.136  0.144
39 H 0.663 2.748 -2.301  0.115
40 H 2.314 2.391 -1.797  0.104
41 H 0.036 3.483 -0.120  0.096
42 H 1.619 4.172 -0.387  0.112
43 H 1.227 3.040 1.903  0.116
44 H 2.710 2.661 1.036  0.098
45 H 1.925 0.621 1.908  0.139
46 H -0.438 1.261 2.373  0.122
47 H -0.233 -0.337 1.639  0.119
48 H 2.931 -0.614 -1.358  0.150
49 H 2.140 -2.196 0.374  0.115
50 H 3.022 -1.296 1.610  0.113
51 H 4.361 -3.228 0.844  0.107
52 H 4.260 -2.656 -0.823  0.113
53 H 6.423 -1.998 0.172  0.107
54 H 5.586 -1.184 1.497  0.113
55 H 6.279 0.457 -0.218  0.109
56 H 5.401 -0.443 -1.457  0.114
57 H 4.075 1.491 -0.657  0.106
58 H 4.165 0.874 0.999  0.115

No. 3
C4H5N3O3 | ωB97M-V with the def2-TZVPD basis set

Calculated values
Structure (SMILES)   O=[N+]([O-])[C@@H]1C=NC=N[C@H]1O
Kohn-Sham gap   0.323 Eh
E_HOMO   -9.92 eV
LUMO level   -1.123 eV
Strongest force on any atom   5.63 eV Å⁻¹

Last column: Löwdin charge in e.
CARTESIAN COORDINATES (ANGSTROEM)
1 O 3.155 -0.563 -0.496  0.092
2 N 2.419 0.255 0.024  -0.416
3 O 2.808 0.993 0.918  0.069
4 C 1.081 0.354 -0.325  -0.116
5 C 0.319 1.625 0.099  -0.027
6 N -0.974 1.651 0.142  0.088
7 C -1.707 0.487 0.070  -0.153
8 N -1.249 -0.713 0.408  0.133
9 C 0.139 -0.917 0.471  -0.402
10 O 0.572 -2.107 0.054  0.005
11 H 0.897 -0.034 -1.399  0.190
12 H 0.903 2.527 0.263  0.121
13 H -2.741 0.591 0.090  0.091
14 H 0.646 -0.924 1.423  0.155
15 H 0.240 -2.386 -0.879  0.170

No. 4
C8H13FN3O | ωB97M-V with the def2-TZVPD basis set

Calculated values
Total charge   +1
Kohn-Sham gap   0.332 Eh
E_HOMO   -12.18 eV
LUMO level   -3.145 eV
Strongest force on any atom   5.22 eV Å⁻¹

Last column: Löwdin charge in e.
CARTESIAN COORDINATES (ANGSTROEM)
1 C 1.289 1.946 0.944  -0.043
2 C 1.888 0.753 0.822  -0.024
3 C -0.056 2.103 0.416  -0.014
4 C 1.265 -0.432 0.146  -0.477
5 C -0.912 -1.079 1.102  -0.113
6 C 0.215 0.012 -0.971  0.013
7 C -0.508 1.238 -0.488  -0.300
8 C 3.313 -1.051 -0.978  -0.047
9 N 0.386 -1.103 1.183  0.186
10 N -2.065 -0.945 0.893  0.304
11 N -4.232 -0.459 -0.269  0.075
12 O 2.069 -1.363 -0.382  -0.087
13 F -1.717 1.251 -1.053  0.075
14 H 1.638 2.737 1.714  0.156
15 H 2.864 0.506 1.235  0.127
16 H -0.728 2.954 0.702  0.145
17 H 0.818 0.073 -1.856  0.140
18 H -0.584 -0.730 -1.049  0.123
19 H 3.402 -1.502 -1.918  0.073
20 H 4.137 -1.544 -0.394  0.112
21 H 3.547 0.074 -0.983  0.128
22 H 0.907 -1.828 1.696  0.193
23 H -3.018 -0.605 0.534  0.014
24 H -4.838 -1.273 -0.313  0.089
25 H -4.773 0.143 0.342  0.081
26 H -4.307 0.125 -1.075  0.070

No. 5
C16H23NO2 | ωB97M-V with the def2-TZVPD basis set

Calculated values
Structure (SMILES)   CCOc1ccc(C(=O)CCN2CCCCC2)cc1
Kohn-Sham gap   0.345 Eh
E_HOMO   -8.50 eV
LUMO level   0.897 eV
Strongest force on any atom   0.47 eV Å⁻¹

Last column: Löwdin charge in e.
CARTESIAN COORDINATES (ANGSTROEM)
1 C -5.822 -0.638 -1.257  -0.064
2 C -5.503 -0.740 0.232  -0.248
3 O -4.179 -1.172 0.474  -0.050
4 C -3.140 -0.314 0.292  -0.266
5 C -3.246 1.047 0.021  -0.014
6 C -2.104 1.811 -0.128  -0.012
7 C -0.838 1.254 0.017  -0.155
8 C 0.335 2.147 -0.168  -0.368
9 O 0.451 2.834 -1.158  0.101
10 C 1.313 2.294 0.988  -0.095
11 C 1.942 1.012 1.540  -0.204
12 N 2.354 0.073 0.512  -0.200
13 C 2.865 -1.153 1.102  -0.208
14 C 3.076 -2.210 0.023  -0.185
15 C 4.062 -1.698 -1.019  -0.210
16 C 3.552 -0.370 -1.566  -0.177
17 C 3.317 0.619 -0.429  -0.188
18 C -0.733 -0.111 0.273  -0.014
19 C -1.868 -0.881 0.404  0.012
20 H -5.186 0.101 -1.740  0.068
21 H -5.654 -1.599 -1.736  0.080
22 H -6.861 -0.352 -1.391  0.077
23 H -5.701 0.211 0.741  0.115
24 H -6.126 -1.512 0.693  0.123
25 H -4.207 1.526 -0.083  0.105
26 H -2.192 2.864 -0.352  0.121
27 H 2.087 2.993 0.665  0.115
28 H 0.757 2.768 1.803  0.130
29 H 2.793 1.307 2.184  0.127
30 H 1.213 0.497 2.173  0.116
31 H 2.137 -1.514 1.836  0.119
32 H 3.818 -0.974 1.634  0.128
33 H 2.119 -2.422 -0.457  0.111
34 H 3.442 -3.130 0.483  0.109
35 H 4.176 -2.424 -1.825  0.107
36 H 5.041 -1.552 -0.555  0.111
37 H 2.606 -0.530 -2.086  0.118
38 H 4.265 0.055 -2.274  0.111
39 H 2.917 1.543 -0.845  0.111
40 H 4.278 0.847 0.071  0.131
41 H 0.242 -0.566 0.316  0.092
42 H -1.800 -1.941 0.592  0.118

No. 6
C22H42Cl3N2O4SiTb | ωB97M-V with the def2-TZVPD basis set

Calculated values
Kohn-Sham gap (alpha / beta)   0.303 / 0.305 Eh
E_HOMO (alpha / beta)   -8.12 / -8.15 eV
LUMO level (alpha / beta)   0.127 / 0.157 eV
Spin multiplicity   7
Strongest force on any atom   4.54 eV Å⁻¹

Last column: Löwdin charge in e.
CARTESIAN COORDINATES (ANGSTROEM)
1 C -2.920 4.127 1.528  -0.049
2 C -2.525 3.160 0.473  -0.200
3 H -3.739 4.750 1.183  0.074
4 H -2.087 4.770 1.789  0.078
5 H -3.285 3.588 2.388  0.076
6 C -2.614 3.489 -0.822  -0.104
7 C -3.250 4.724 -1.345  -0.109
8 H -2.292 2.810 -1.631  0.101
9 H -2.675 5.639 -1.112  0.086
10 H -4.275 4.936 -0.998  0.079
11 H -3.351 4.593 -2.437  0.073
12 Tb 2.566 -1.923 0.772  0.972
13 Cl 1.119 -3.372 2.683  -0.171
14 Cl 4.556 -1.195 2.376  -0.260
15 C 0.146 -3.324 -0.887  -0.344
16 O 1.402 -3.017 -0.934  -0.288
17 N -0.577 -3.572 -1.960  -0.149
18 C 0.010 -3.379 -3.285  -0.018
19 C -1.898 -4.179 -1.921  -0.032
20 H -0.385 -3.367 0.061  0.081
21 H 1.032 -3.012 -3.140  0.085
22 H -0.565 -2.640 -3.872  0.090
23 H 0.041 -4.335 -3.818  0.096
24 H -2.277 -4.255 -0.909  0.096
25 H -1.879 -5.195 -2.331  0.094
26 H -2.638 -3.614 -2.515  0.086
27 H 1.184 2.540 -0.191  0.072
28 H 0.369 2.725 -2.970  0.088
29 C 2.045 2.632 -0.847  -0.024
30 C 1.338 2.275 -3.209  -0.030
31 N 1.924 1.703 -1.973  -0.162
32 H 2.963 2.358 -0.354  0.088
33 C 2.366 0.446 -1.803  -0.284
34 O 2.811 0.013 -0.725  -0.180
35 H 1.202 1.505 -3.977  0.088
36 H 2.308 -0.225 -2.678  0.153
37 H 2.070 3.653 -1.205  0.100
38 H 1.979 3.079 -3.569  0.090
39 O -0.678 1.822 1.487  -0.188
40 C -2.016 1.782 0.956  -0.245
41 C -1.106 0.823 -1.208  -0.110
42 C -2.073 0.799 -0.183  -0.235
43 H -0.163 1.310 -1.065  0.068
44 C -1.410 0.124 -2.384  -0.093
45 H -2.670 1.351 1.697  0.140
46 C -3.151 -0.060 -0.212  -0.045
47 H -0.689 0.146 -3.225  0.098
48 C -2.587 -0.603 -2.466  -0.109
49 C -3.438 -0.743 -1.351  -0.085
50 H -3.784 -0.130 0.669  0.125
51 H -2.840 -1.113 -3.407  0.099
52 H -4.300 -1.400 -1.414  0.104
53 Si 0.212 2.056 2.818  0.359
54 Cl 0.322 -1.085 0.625  0.234
55 C 2.028 2.099 2.395  -0.147
56 C 0.517 0.483 3.894  -0.188
57 C -0.692 3.331 3.692  -0.149
58 H 2.246 2.035 1.334  -0.019
59 H 2.673 1.349 2.857  0.017
60 H 2.282 3.095 2.766  0.035
61 H -0.685 4.192 3.032  0.023
62 H -0.271 3.556 4.693  0.058
63 H -1.711 2.957 3.786  0.041
64 H -0.275 -0.294 3.967  0.029
65 H 0.647 0.966 4.897  0.033
66 H 1.449 -0.068 3.695  -0.002
67 C 3.782 -5.990 1.828  -0.069
68 C 3.076 -5.104 0.836  -0.350
69 O 3.848 -3.909 0.507  -0.260
70 H 4.636 -6.453 1.342  0.078
71 H 3.113 -6.755 2.234  0.089
72 H 4.099 -5.399 2.688  0.086
73 H 2.820 -5.553 -0.132  0.120
74 H 2.118 -4.764 1.262  -0.037
75 H 4.472 -3.763 1.250  0.050

Relative energy (zero: lowest compared OMol25 entry of this formula, charge and spin) values, unit kcal per mole, following the record order: 14.5 0.0 145.9 0.6 27.4 109.8.
DFT total energy values, unit Eh, following the record order: -1089.5292 -1307.4715 -545.2299 -651.6718 -828.7033 -3768.6072.